# 1
Entry from the OMol25 dataset: a 13-piece molecular cluster, C40H76Cl24N2O5 overall (ωB97M-V with the def2-TZVPD basis set).

Computed properties:
**LUMO**: 0.0 eV
**Gap between HOMO and LUMO**: 9.253 eV

Geometry as XYZ:
```
147
C40H76Cl24N2O5 ωB97M-V with the def2-TZVPD basis set
C 4.14 0.57 -0.76
C 5.20 0.63 -1.59
C 5.10 0.83 -3.09
O 4.49 2.04 -3.49
N 5.06 3.12 -2.74
O 4.95 4.11 -3.33
O 6.45 0.89 -3.59
C 6.78 -0.22 -4.27
O 7.89 -0.50 -4.64
O 5.68 -0.96 -4.50
C 4.49 -0.38 -3.90
N 3.63 0.13 -4.96
C 3.84 -1.52 -3.15
C 2.45 -1.32 -2.54
C 1.62 -2.63 -2.57
C 0.27 -2.50 -3.31
C -0.93 -2.44 -2.33
C -1.64 -1.07 -2.32
C -3.15 -1.17 -2.05
C -4.03 -0.78 -3.26
C -5.06 0.32 -2.99
C -4.51 1.60 -2.35
C -3.38 2.26 -3.15
H 4.20 -0.11 0.09
H 3.22 1.14 -0.90
H 6.21 0.56 -1.20
H 3.24 -0.68 -5.42
H 4.25 0.53 -5.66
H 3.72 -2.30 -3.91
H 4.54 -1.92 -2.42
H 2.55 -1.02 -1.49
H 1.91 -0.51 -3.04
H 1.37 -2.87 -1.53
H 2.23 -3.46 -2.93
H 0.31 -1.60 -3.93
H 0.12 -3.37 -3.96
H -0.57 -2.63 -1.32
H -1.64 -3.23 -2.54
H -1.16 -0.45 -1.56
H -1.47 -0.62 -3.30
H -3.42 -0.54 -1.20
H -3.38 -2.19 -1.75
H -3.39 -0.44 -4.07
H -4.53 -1.67 -3.64
H -5.89 -0.06 -2.40
H -5.49 0.60 -3.96
H -4.19 1.41 -1.32
H -5.34 2.30 -2.27
H -2.78 1.51 -3.67
H -3.81 2.92 -3.91
H -2.69 2.80 -2.50
Cl -0.57 -1.38 0.79
C -1.45 -1.09 2.32
C -2.42 -2.19 2.66
Cl -3.82 -2.25 1.56
H -1.94 -0.13 2.23
H -0.69 -1.04 3.10
H -2.82 -2.01 3.66
H -1.94 -3.16 2.63
Cl 4.78 1.96 2.30
C 3.79 1.37 3.67
C 3.85 -0.13 3.83
Cl 3.04 -0.98 2.49
H 2.77 1.70 3.50
H 4.17 1.85 4.57
H 3.33 -0.41 4.75
H 4.87 -0.48 3.89
Cl 1.06 -1.80 5.48
C 1.80 -2.66 6.86
C 1.88 -1.79 8.09
Cl 3.05 -0.46 7.87
H 2.79 -3.00 6.56
H 1.18 -3.53 7.06
H 2.22 -2.38 8.93
H 0.92 -1.36 8.33
Cl -0.06 2.23 0.29
C 0.98 3.32 1.24
C 1.67 4.34 0.38
Cl 2.88 3.60 -0.69
H 1.70 2.70 1.77
H 0.34 3.82 1.97
H 2.20 5.06 1.01
H 0.96 4.89 -0.23
Cl 3.40 2.67 -7.54
C 3.12 3.88 -6.27
C 1.66 4.21 -6.10
Cl 1.00 5.11 -7.50
H 3.70 4.77 -6.52
H 3.50 3.46 -5.34
H 1.53 4.86 -5.23
H 1.06 3.32 -5.96
Cl 1.12 -3.83 10.51
C 0.06 -5.25 10.74
C 0.29 -6.31 9.69
Cl -0.27 -5.79 8.08
H -0.97 -4.91 10.74
H 0.30 -5.66 11.72
H -0.28 -7.20 9.95
H 1.34 -6.58 9.61
Cl -1.43 1.38 4.34
C -2.35 1.59 5.86
C -3.28 0.43 6.08
Cl -4.58 0.40 4.85
H -2.88 2.54 5.80
H -1.63 1.65 6.68
H -3.76 0.51 7.05
H -2.75 -0.51 6.02
Cl -4.54 4.38 -7.41
C -2.78 4.12 -7.60
C -2.46 2.74 -8.08
Cl -2.81 1.50 -6.85
H -2.31 4.33 -6.64
H -2.43 4.85 -8.32
H -1.39 2.67 -8.31
H -3.02 2.49 -8.98
Cl -6.97 -0.09 2.48
C -7.89 -1.53 3.01
C -9.15 -1.16 3.75
Cl -8.81 -0.40 5.33
H -7.23 -2.13 3.63
H -8.14 -2.09 2.12
H -9.73 -2.06 3.94
H -9.75 -0.46 3.17
Cl -1.14 6.43 -0.72
C -1.43 7.78 0.41
C -0.18 8.59 0.66
Cl 1.04 7.68 1.59
H -1.82 7.36 1.33
H -2.19 8.41 -0.05
H -0.43 9.46 1.25
H 0.28 8.91 -0.27
Cl -3.57 -4.32 -4.20
C -3.30 -4.69 -5.92
C -3.19 -3.44 -6.75
Cl -4.74 -2.57 -6.85
H -4.11 -5.33 -6.26
H -2.36 -5.25 -5.98
H -2.90 -3.70 -7.77
H -2.45 -2.76 -6.34
Cl 5.36 -2.76 5.95
C 5.37 -3.50 4.32
C 5.52 -5.00 4.38
Cl 7.13 -5.49 4.96
H 6.18 -3.04 3.75
H 4.42 -3.25 3.85
H 5.40 -5.42 3.38
H 4.78 -5.44 5.04
```

# 2
Entry from the OMol25 dataset: C40H76GeNO2Si4V as an isolated structure (ωB97M-V with the def2-TZVPD basis set).

Computed properties:
**LUMO (alpha / beta)**: -3.0 / -5.3 eV
**Gap between HOMO and LUMO (alpha / beta)**: 7.394 / 5.413 eV
**Net charge**: +1
**2S+1**: 4
**Energy relative to the best compared isomer or geometry (same formula, charge and spin)**: 35.5 kcal per mole

Geometry as XYZ:
```
125
C40H76GeNO2Si4V ωB97M-V with the def2-TZVPD basis set
V 0.39 -0.32 -1.33
C 5.64 -0.84 4.08
C 4.12 -1.02 3.96
C 3.81 -2.52 4.05
C 3.46 -0.27 5.12
C 3.56 -0.51 2.64
C 2.19 -0.59 2.42
C 1.66 -0.24 1.18
N 0.40 -0.37 0.75
C -0.65 -1.07 1.23
C -1.14 -1.16 2.53
C -2.26 -1.92 2.79
C -2.79 -2.70 1.75
C -2.35 -2.64 0.43
C -1.34 -1.71 0.14
O -0.89 -1.32 -1.03
C -2.98 -3.59 -0.59
C -2.74 -5.03 -0.10
C -4.48 -3.35 -0.72
C -2.33 -3.46 -1.97
C -2.95 -1.93 4.14
C -2.97 -3.35 4.71
C -4.39 -1.43 3.94
C -2.27 -1.01 5.16
C 2.53 0.20 0.11
O 1.89 0.32 -1.03
C 3.90 0.35 0.35
C 4.37 -0.02 1.61
C 4.85 0.76 -0.76
C 4.30 1.95 -1.56
C 6.23 1.16 -0.23
C 5.01 -0.44 -1.71
H 5.97 -1.25 5.04
H 5.91 0.21 4.06
H 6.17 -1.37 3.29
H 4.19 -2.93 4.99
H 4.28 -3.06 3.23
H 2.74 -2.71 4.01
H 3.88 -0.61 6.07
H 2.38 -0.45 5.15
H 3.63 0.80 5.03
H 1.53 -0.96 3.19
H -0.67 -0.58 3.30
H -3.59 -3.38 1.97
H -3.23 -5.22 0.85
H -1.67 -5.23 0.03
H -3.13 -5.73 -0.83
H -4.99 -3.46 0.24
H -4.91 -4.07 -1.41
H -4.69 -2.35 -1.10
H -1.26 -3.66 -1.91
H -2.48 -2.46 -2.37
H -2.77 -4.18 -2.65
H -3.46 -4.06 4.05
H -3.51 -3.36 5.66
H -1.96 -3.70 4.89
H -4.97 -2.10 3.30
H -4.39 -0.44 3.47
H -4.89 -1.36 4.90
H -1.24 -1.31 5.33
H -2.80 -1.08 6.11
H -2.30 0.03 4.83
H 5.42 0.05 1.80
H 4.28 2.84 -0.93
H 3.30 1.76 -1.93
H 4.95 2.15 -2.41
H 6.14 1.93 0.54
H 6.83 1.57 -1.04
H 6.78 0.31 0.17
H 4.05 -0.69 -2.17
H 5.36 -1.32 -1.16
H 5.73 -0.22 -2.49
C -3.99 0.45 0.36
Si -3.41 1.33 -1.24
C -4.33 3.00 -1.23
C -4.06 0.35 -2.76
Ge -0.97 1.70 -1.55
Si -0.77 3.24 -3.54
C -1.07 2.45 -5.27
C -2.01 4.70 -3.48
C 1.00 3.96 -3.37
Si -0.21 3.18 0.36
C -1.02 4.89 0.12
C 1.69 3.43 0.46
C -0.79 2.48 2.05
H -5.07 0.57 0.48
H -3.52 0.86 1.25
H -3.78 -0.61 0.34
H -5.40 2.84 -1.12
H -4.18 3.56 -2.14
H -4.02 3.63 -0.40
H -5.13 0.17 -2.68
H -3.57 -0.62 -2.85
H -3.89 0.90 -3.68
H -2.03 1.95 -5.31
H -0.31 1.73 -5.55
H -1.08 3.23 -6.02
H -2.93 4.46 -4.02
H -1.58 5.58 -3.95
H -2.28 4.96 -2.46
H 1.68 3.25 -2.91
H 0.99 4.85 -2.75
H 1.42 4.25 -4.33
H -0.52 5.47 -0.65
H -0.97 5.46 1.04
H -2.07 4.81 -0.15
H 2.08 3.90 -0.44
H 2.21 2.49 0.60
H 1.95 4.07 1.30
H -1.86 2.27 2.05
H -0.61 3.20 2.84
H -0.27 1.57 2.31
C 1.67 -2.54 -3.63
Si 0.77 -0.83 -3.72
C -0.84 -1.06 -4.76
C 1.98 0.39 -4.60
H 1.84 -2.94 -4.63
H 1.07 -3.28 -3.08
H 2.63 -2.47 -3.13
H -0.62 -0.98 -5.82
H -1.60 -0.33 -4.52
H -1.26 -2.05 -4.59
H 1.96 0.21 -5.67
H 3.00 0.22 -4.26
H 1.74 1.43 -4.43
```

# 3
Entry from the OMol25 dataset: a 6-piece molecular cluster, C40H77F3IN7O5P3S overall (ωB97M-V with the def2-TZVPD basis set).

Computed properties:
**LUMO**: 1.1 eV
**Gap between HOMO and LUMO**: 4.895 eV
**Net charge**: -1

Geometry as XYZ:
```
137
C40H77F3IN7O5P3S ωB97M-V with the def2-TZVPD basis set
C 5.47 -1.63 0.38
C 4.63 -0.87 1.40
O 4.59 -1.30 2.50
N 3.86 0.28 1.09
C 4.50 1.20 0.15
C 2.45 -0.03 0.77
C 1.55 0.84 1.65
C 0.04 0.66 1.37
C -0.84 0.93 2.63
C -1.54 2.30 2.62
P -0.19 3.61 2.64
S 1.19 3.39 4.00
O -2.36 2.26 1.47
P -3.91 3.06 1.63
C -3.28 4.66 0.87
C -3.21 4.79 -0.66
C -4.58 4.91 -1.37
I -1.86 3.43 -1.67
O -4.44 2.34 0.17
C -5.16 1.15 0.28
C -4.31 -0.10 0.54
N -5.10 -1.30 0.93
C -6.38 -1.41 0.24
C -7.05 -2.76 0.55
C -6.38 -3.95 -0.15
O -7.22 -2.93 1.95
P -5.90 4.04 2.15
C -5.59 5.40 3.40
C -6.91 2.82 3.17
O -3.38 3.60 3.25
C -2.58 2.63 3.77
C -2.11 2.97 5.18
F -3.19 2.90 5.98
F -1.28 2.08 5.67
F -1.65 4.19 5.34
H 6.33 -0.99 0.13
H 5.89 -2.51 0.87
H 4.96 -1.84 -0.58
H 3.85 1.50 -0.67
H 4.73 2.13 0.69
H 5.46 0.85 -0.25
H 2.27 0.12 -0.30
H 2.27 -1.09 0.98
H 1.81 0.73 2.70
H 1.80 1.88 1.40
H -0.32 1.25 0.53
H -0.11 -0.39 1.08
H -0.26 0.81 3.56
H -1.60 0.13 2.64
H 0.38 3.67 1.34
H -0.84 4.84 2.86
H -4.44 1.93 2.36
H -2.26 4.79 1.24
H -3.82 5.54 1.22
H -2.75 5.77 -0.84
H -4.52 5.53 -2.27
H -4.94 3.92 -1.64
H -5.28 5.35 -0.65
H -5.64 1.00 -0.69
H -5.98 1.17 1.01
H -3.57 0.05 1.33
H -3.71 -0.29 -0.37
H -4.55 -2.08 0.58
H -6.31 -1.36 -0.87
H -7.10 -0.65 0.56
H -8.06 -2.67 0.12
H -7.07 -4.80 -0.05
H -5.45 -4.26 0.32
H -6.28 -3.78 -1.22
H -8.10 -3.31 2.07
H -6.38 6.16 3.34
H -4.65 5.93 3.25
H -5.61 4.97 4.41
H -7.90 2.68 2.73
H -6.39 1.86 3.31
H -7.09 3.23 4.17
H -3.05 1.64 3.93
C -3.78 6.50 9.09
C -5.02 5.77 8.60
C -5.27 5.95 7.10
C -5.47 7.38 6.79
N -5.63 8.48 6.56
H -3.88 7.58 8.96
H -3.63 6.32 10.16
H -2.89 6.17 8.56
H -5.89 6.11 9.16
H -4.91 4.70 8.81
H -6.15 5.40 6.79
H -4.42 5.58 6.52
C 8.15 -2.12 -3.84
C 8.00 -3.27 -2.85
C 6.80 -4.17 -3.15
C 5.55 -3.39 -3.09
N 4.59 -2.79 -3.03
H 7.29 -1.45 -3.81
H 9.03 -1.53 -3.61
H 8.25 -2.49 -4.86
H 7.91 -2.87 -1.84
H 8.91 -3.88 -2.87
H 6.75 -4.98 -2.43
H 6.89 -4.61 -4.15
C 8.15 -8.71 -1.04
C 8.07 -8.12 -2.45
C 9.44 -7.95 -3.11
C 10.28 -7.03 -2.32
N 10.93 -6.32 -1.70
H 8.70 -8.05 -0.37
H 7.15 -8.84 -0.63
H 8.64 -9.68 -1.05
H 7.56 -7.16 -2.40
H 7.46 -8.78 -3.07
H 9.33 -7.55 -4.11
H 9.95 -8.91 -3.19
C 11.55 -8.69 -7.70
C 11.40 -9.83 -6.71
C 10.19 -10.73 -7.00
C 8.94 -9.94 -6.94
N 7.98 -9.33 -6.87
H 10.69 -8.01 -7.67
H 12.44 -8.10 -7.47
H 11.65 -9.06 -8.72
H 11.31 -9.42 -5.70
H 12.30 -10.45 -6.73
H 10.13 -11.54 -6.28
H 10.27 -11.17 -8.00
C -7.25 4.70 -5.03
C -7.74 6.13 -5.23
C -7.14 7.11 -4.22
C -7.51 6.73 -2.85
N -7.80 6.42 -1.79
H -7.55 4.31 -4.05
H -7.68 4.04 -5.78
H -6.16 4.64 -5.10
H -8.83 6.15 -5.16
H -7.48 6.45 -6.24
H -7.51 8.12 -4.42
H -6.05 7.12 -4.30
```

Strongest force on any atom, record by record: 1.5, 4.0, 2.3 eV/Å